Computed, not measured: a structure of composition C14H23N5O at a distorted geometry, with ωB97M-V/def2-TZVPD.

```
! RIJCOSX wB97M-V def2-TZVPD def2/J DEFGRID3
* xyz 0 1
O -15.364 -3.509 1.948
N -17.166 0.969 2.457
N -11.097 -1.585 -0.595
N -15.026 -2.071 0.686
N -12.878 -2.051 4.407
N -10.027 -2.510 1.924
C -10.111 -3.904 -0.324
C -14.527 -4.593 2.267
C -16.286 -3.854 0.953
C -10.059 -3.112 0.908
C -14.690 -5.599 1.123
C -12.842 -3.173 4.074
C -14.010 -2.437 0.824
C -16.394 -1.386 1.673
C -12.087 -1.019 -0.558
C -13.273 -0.233 -0.346
C -12.829 -4.607 3.733
C -12.665 -2.937 0.974
C -15.690 -5.025 0.203
C -16.751 -0.064 2.088
H -16.022 -1.885 2.568
H -13.170 0.718 -0.868
H -11.864 -5.109 3.810
H -10.311 -3.374 -1.255
H -14.003 -0.935 -0.747
H -12.129 -3.057 0.033
H -16.403 -5.740 -0.207
H -15.197 -6.471 1.536
H -9.199 -4.476 -0.495
H -11.018 -4.490 -0.175
H -17.319 -1.883 1.383
H -16.638 -3.106 0.242
H -13.599 -5.171 4.259
H -15.710 -1.223 0.839
H -15.119 -4.661 -0.650
H -12.525 -3.774 1.658
H -17.186 -4.202 1.460
H -12.139 -2.104 1.442
H -13.022 -4.630 2.661
H -13.712 -5.917 0.762
H -13.484 -4.276 2.230
H -13.392 -0.035 0.719
H -14.769 -5.141 3.178
*
```

Values from the calculation:
E_LUMO (eV): 0.13
M (g mol⁻¹): 277.37
DFT total energy (eV): -24367.9544
HOMO-LUMO gap (eV): 7.459